Below is a single C11H10Cl2F2 molecule in a non-equilibrium geometry, with properties calculated with ωB97M-V/def2-TZVPD.

The geometry in XYZ format:
```
25
Properties=species:S:1:pos:R:3:forces:R:3
C 0.075 0.171 -2.888 0.1 -0.1 -0.1
C 1.158 -0.683 -2.750 0.0 0.1 0.0
C -0.564 0.639 -1.765 0.1 0.0 0.1
C 1.543 -1.090 -1.489 0.2 -0.1 0.1
C -0.149 0.306 -0.458 0.3 -0.3 -0.5
C 0.906 -0.641 -0.334 -0.4 0.1 -0.4
C -0.817 1.003 0.605 0.1 -0.5 0.5
C 1.299 -1.319 0.951 0.9 0.6 0.0
C 0.156 -1.668 1.853 -0.9 -1.1 -0.6
C -0.087 1.727 1.668 0.1 0.1 0.1
C -2.295 1.084 0.620 -0.1 -0.1 0.0
F 2.051 -2.452 0.654 -0.6 0.1 0.2
F -0.911 -2.202 1.167 1.0 0.6 0.7
Cl 2.474 -0.316 1.910 0.0 -0.2 0.0
Cl 0.532 -2.590 3.258 -0.3 0.4 -0.3
H -0.258 0.483 -3.866 0.0 0.0 -0.1
H 1.688 -1.044 -3.617 0.0 -0.1 -0.1
H -1.361 1.357 -1.882 -0.1 0.0 0.0
H 2.352 -1.797 -1.393 0.0 0.0 0.0
H -0.442 1.450 2.661 0.0 0.0 0.2
H -0.282 2.797 1.561 0.0 0.2 0.0
H 0.983 1.569 1.609 -0.1 0.1 0.1
H -2.732 1.025 -0.374 -0.1 0.1 0.0
H -2.644 1.976 1.135 -0.1 0.1 0.0
H -2.672 0.214 1.165 -0.2 0.0 0.1
```
Forces are in eV/Å.

As for the energy: -42046.083 eV. The calculation puts the gap between HOMO and LUMO (spin up / spin down) at 6.21 / 9.14 eV. Its lowest unoccupied orbital energy (spin up / spin down) is -0.035 / -0.007 hartree. The calculation puts the energy relative to the best compared isomer or geometry (same formula, charge and spin) at 149.9 kJ/mol.

***

Below is a single C6H14O3 molecule in a non-equilibrium geometry, with properties calculated with ωB97M-V/def2-TZVPD.

The geometry in XYZ format:
```
23
Properties=species:S:1:pos:R:3:forces:R:3
C -1.814 0.507 1.126 0.2 0.1 -0.2
C -0.674 1.297 0.522 1.1 -1.7 -1.0
C 0.380 1.773 1.503 -0.2 -0.1 -0.3
O -1.096 2.237 -0.351 1.0 0.1 -2.1
O 0.108 0.477 -0.688 -0.2 0.0 1.4
C 0.326 -0.904 -0.881 0.2 -0.1 0.3
C 1.150 -1.490 0.269 -0.2 0.1 -0.2
C 1.060 -1.035 -2.215 -0.2 0.1 0.3
O -0.887 -1.619 -1.039 0.0 0.0 0.0
H -2.481 0.160 0.340 0.0 0.0 0.0
H -1.460 -0.321 1.739 0.0 0.0 0.1
H -2.377 1.193 1.762 0.0 0.0 0.0
H 0.716 0.968 2.151 0.0 0.0 0.1
H 1.229 2.179 0.957 0.0 0.0 0.0
H -0.056 2.575 2.102 0.0 -0.1 0.1
H -0.527 1.808 -1.162 -1.8 1.6 1.6
H 0.594 -1.445 1.206 0.0 0.0 0.1
H 2.075 -0.931 0.390 0.0 0.0 0.0
H 1.375 -2.535 0.062 0.0 0.0 0.0
H 2.007 -0.502 -2.172 0.0 0.0 0.0
H 1.238 -2.085 -2.436 0.0 0.0 0.0
H 0.439 -0.610 -3.000 0.0 0.0 0.0
H -1.325 -1.698 -0.185 0.1 0.0 0.0
```
Forces are in eV/Å.

As for the energy: -12590.703 eV. The calculation puts the gap between HOMO and LUMO at 11.03 eV. Its lowest unoccupied orbital energy is 0.027 hartree. The calculation puts the energy relative to the best compared isomer or geometry (same formula, charge and spin) at 134.6 kJ/mol.

***

Below is a molecular structure, C30H33CrF2N4O3S in a non-equilibrium geometry, with properties calculated with ωB97M-V/def2-TZVPD.

The geometry in XYZ format:
```
74
Properties=species:S:1:pos:R:3:forces:R:3
Cr -0.580 0.025 0.835 -0.3 -1.8 -0.9
S 2.060 0.935 4.311 -0.3 -0.2 -0.6
C 2.724 -0.466 3.559 -0.1 0.1 0.2
C 2.021 -0.871 2.466 0.4 -0.2 0.2
C 0.907 -0.053 2.161 -0.1 0.8 0.5
C 0.818 0.976 3.080 0.9 -0.9 0.1
C -0.200 1.947 2.920 -0.8 0.6 -0.4
C -0.519 2.961 3.828 0.1 -0.1 -0.2
C -1.545 3.832 3.545 -0.1 -0.2 -0.4
C -2.236 3.670 2.344 0.1 0.1 0.3
C -1.883 2.639 1.501 -0.2 0.2 -0.2
N -0.898 1.771 1.755 -0.1 0.9 0.9
H 3.598 -0.920 3.985 0.2 -0.1 0.1
H 2.323 -1.720 1.873 0.1 -0.1 -0.1
H 0.043 3.028 4.746 0.1 0.0 0.1
H -1.820 4.613 4.239 0.0 0.1 0.1
H -3.050 4.325 2.080 -0.1 0.1 -0.1
H -2.408 2.501 0.566 0.0 0.0 0.0
O 2.765 -2.470 -0.785 0.1 -0.2 0.0
C 2.850 -1.289 -1.010 0.2 0.3 -0.5
O 2.124 -0.375 -0.395 0.0 0.1 0.2
C 3.818 -0.691 -2.044 -0.2 -0.2 0.2
N 3.663 0.771 -2.036 0.0 0.2 -0.5
C 4.933 1.350 -1.586 0.3 0.0 0.1
C 6.000 0.327 -1.977 -0.2 0.1 0.1
C 5.289 -0.990 -1.674 0.0 0.1 -0.1
H 3.565 -1.118 -3.020 0.0 0.1 0.2
H 2.407 0.505 -0.764 0.0 -0.3 -0.1
H 3.413 1.117 -2.954 0.0 0.0 0.1
H 4.893 1.450 -0.496 0.1 0.1 -0.1
H 5.098 2.334 -2.026 -0.1 0.0 0.1
H 6.926 0.452 -1.422 0.1 0.0 0.0
H 6.213 0.405 -3.044 0.1 0.0 0.0
H 5.368 -1.218 -0.610 0.0 -0.1 0.0
H 5.687 -1.834 -2.232 0.0 0.0 0.0
F -5.801 -2.411 -1.378 0.1 0.0 0.1
C -4.862 -2.053 -0.462 0.0 0.2 0.0
C -3.980 -3.012 0.008 -0.1 0.0 -0.1
C -3.028 -2.652 0.941 -0.1 0.3 0.0
C -2.923 -1.329 1.394 -0.5 0.1 -0.3
C -1.862 -0.900 2.287 0.6 0.7 0.2
C -3.851 -0.395 0.904 0.3 -0.2 0.2
C -4.822 -0.745 -0.012 -0.2 -0.4 -0.3
H -4.052 -4.029 -0.347 -0.1 -0.1 -0.1
H -2.365 -3.404 1.348 0.1 0.0 0.0
H -1.416 -1.722 2.843 0.2 0.0 -0.1
H -2.196 -0.136 2.989 0.0 0.0 0.1
H -3.830 0.615 1.291 0.1 0.1 0.0
H -5.543 -0.025 -0.372 0.0 0.0 -0.1
C -0.028 -5.003 -1.665 0.2 0.0 0.2
N -0.217 -3.598 -1.406 -0.1 0.1 0.0
C -0.006 -2.984 -0.220 -0.2 0.2 -0.2
N 0.529 -3.734 0.788 -0.1 0.0 0.2
O -0.366 -1.815 -0.073 0.1 -0.1 0.1
H -0.493 -5.250 -2.616 0.0 0.0 0.0
H -0.495 -5.597 -0.875 0.0 -0.1 -0.1
H 1.035 -5.247 -1.722 0.0 -0.1 0.0
H -0.623 -3.020 -2.122 0.0 0.1 0.2
H 1.246 -4.396 0.531 -0.1 0.1 0.0
H 0.740 -3.185 1.611 0.0 0.0 -0.1
F -3.213 5.549 -2.322 0.0 0.0 0.0
C -2.618 4.354 -2.069 0.0 -0.1 0.1
C -3.391 3.205 -2.052 0.0 0.5 0.0
C -2.776 1.993 -1.817 0.6 -0.2 0.1
C -1.392 1.899 -1.576 -0.4 1.0 -0.5
C -0.750 0.641 -1.299 0.1 -0.6 1.1
C -0.655 3.097 -1.608 -0.2 -0.5 0.1
C -1.251 4.314 -1.849 -0.4 0.3 -0.1
H -4.453 3.267 -2.238 -0.1 0.1 0.0
H -3.365 1.086 -1.822 -0.1 -0.1 0.0
H -1.310 -0.194 -1.729 0.1 0.0 0.1
H 0.276 0.631 -1.672 0.0 -0.1 0.1
H 0.411 3.050 -1.437 0.2 0.0 0.0
H -0.670 5.223 -1.891 0.0 0.1 0.0
```
Forces are in eV/Å.

As for the energy: -88439.048 eV. The calculation puts the gap between HOMO and LUMO (spin up / spin down) at 7.11 / 7.06 eV. Its lowest unoccupied orbital energy (spin up / spin down) is 0.012 / 0.013 hartree. As for the spin multiplicity: 2. The calculation puts the energy relative to the best compared isomer or geometry (same formula, charge and spin) at 28.2 kJ/mol.

***

Below is a molecular structure, C28H40F6InNO2Sb in a non-equilibrium geometry, with properties calculated with ωB97M-V/def2-TZVPD.

The geometry in XYZ format:
```
79
Properties=species:S:1:pos:R:3:forces:R:3
In -1.091 -1.529 -3.934 -0.2 0.1 -0.3
C -2.152 4.140 2.880 0.0 -0.1 0.0
C -1.239 2.949 2.581 0.2 0.2 0.3
C 0.193 3.299 3.046 -0.1 0.0 -0.1
C -1.753 1.722 3.364 -0.1 -0.1 -0.2
C -1.189 2.585 1.122 -0.7 0.6 -0.3
C -0.338 1.566 0.685 0.4 -0.8 -0.2
C -0.462 0.997 -0.591 0.0 0.4 0.5
N 0.185 -0.043 -1.021 0.4 0.3 -1.1
C 0.883 -1.038 -0.541 0.2 -0.1 0.9
C 0.908 -1.485 0.780 -0.6 0.6 -0.3
C 1.891 -2.383 1.209 0.6 -0.3 -0.1
C 2.663 -3.104 0.244 -0.3 0.0 0.2
C 2.606 -2.875 -1.097 0.6 -0.2 -0.4
C 1.644 -1.850 -1.588 -0.3 0.4 0.3
O 1.350 -1.663 -2.740 0.4 -0.3 -0.1
C 3.492 -3.600 -2.089 0.0 0.0 0.0
C 4.540 -4.460 -1.380 -0.2 -0.1 0.0
C 4.235 -2.625 -3.024 -0.2 0.2 0.1
C 2.558 -4.515 -2.922 0.0 0.0 0.0
C 2.193 -2.494 2.680 -0.2 -0.2 0.2
C 2.501 -1.088 3.231 0.0 0.1 -0.2
C 3.379 -3.408 2.989 0.0 0.0 -0.1
C 0.927 -3.060 3.369 0.0 0.0 -0.1
C -1.282 1.754 -1.658 0.4 -0.4 0.6
O -1.153 1.433 -2.801 -0.1 0.2 -0.2
C -2.090 2.919 -1.161 -0.7 0.2 -0.7
C -2.007 3.244 0.170 0.4 -0.1 0.6
C -2.979 3.763 -2.055 0.6 0.4 0.0
C -2.310 5.180 -1.978 -0.1 -0.1 0.2
C -4.401 3.835 -1.482 -0.1 -0.2 0.3
C -3.040 3.381 -3.528 -0.2 -0.5 -0.1
H -2.136 4.332 3.951 0.0 0.0 0.0
H -3.190 3.937 2.612 0.0 0.0 0.0
H -1.811 5.049 2.382 0.0 0.0 0.0
H 0.143 3.663 4.071 0.0 0.0 0.0
H 0.623 4.086 2.426 0.0 0.0 0.0
H 0.857 2.434 3.030 0.0 0.0 0.0
H -1.786 1.967 4.424 0.0 0.0 0.0
H -1.105 0.854 3.231 0.0 0.0 0.0
H -2.760 1.454 3.042 0.0 0.0 0.0
H 0.424 1.159 1.339 -0.1 0.1 0.1
H 0.201 -1.047 1.473 0.1 -0.1 0.1
H 3.341 -3.856 0.615 0.1 0.1 0.0
H 5.177 -3.864 -0.725 0.0 0.0 0.0
H 5.180 -4.923 -2.129 0.0 0.0 0.0
H 4.079 -5.262 -0.802 0.1 0.0 0.0
H 4.939 -2.012 -2.460 0.0 0.0 0.0
H 3.550 -1.978 -3.561 0.0 0.1 -0.1
H 4.795 -3.191 -3.767 0.0 -0.1 0.1
H 1.927 -5.132 -2.281 0.0 0.0 0.0
H 3.185 -5.178 -3.518 0.0 0.0 0.0
H 1.932 -3.947 -3.605 0.0 0.0 0.0
H 3.366 -0.658 2.725 0.0 0.0 0.0
H 2.736 -1.161 4.292 0.0 -0.1 0.0
H 1.657 -0.405 3.122 0.0 0.0 0.0
H 4.298 -3.051 2.521 0.0 0.0 0.0
H 3.193 -4.440 2.687 0.0 0.0 0.0
H 3.551 -3.413 4.064 0.0 0.0 0.0
H 0.076 -2.383 3.289 0.0 0.0 0.0
H 1.149 -3.208 4.425 0.0 0.0 0.0
H 0.647 -4.023 2.940 0.0 0.0 0.0
H -2.576 4.087 0.530 -0.1 -0.1 -0.1
H -2.367 5.595 -0.972 0.0 0.1 -0.1
H -2.850 5.836 -2.658 0.0 0.0 0.0
H -1.265 5.146 -2.286 0.0 0.0 0.0
H -4.414 4.167 -0.443 -0.1 0.0 -0.1
H -4.879 2.857 -1.527 0.0 0.0 0.0
H -4.993 4.532 -2.071 0.1 0.0 0.0
H -2.097 3.548 -4.043 0.0 0.0 0.0
H -3.814 3.965 -4.026 0.1 0.2 0.1
H -3.336 2.344 -3.651 0.0 -0.2 -0.1
F -1.636 -1.426 -1.357 -0.9 -0.4 -0.4
Sb -3.603 -1.406 -1.582 0.3 0.6 -0.1
F -3.443 0.279 -0.676 0.0 -0.2 0.0
F -3.675 -2.411 -0.017 -0.2 0.1 -0.1
F -5.413 -1.141 -1.892 0.1 -0.3 0.2
F -3.271 -2.917 -2.682 -0.2 0.2 0.2
F -3.267 -0.408 -3.217 0.3 -0.2 0.3
```
Forces are in eV/Å.

As for the energy: -63271.998 eV. The calculation puts the gap between HOMO and LUMO (spin up / spin down) at 6.04 / 5.28 eV. The total charge is +2. Its lowest unoccupied orbital energy (spin up / spin down) is -0.338 / -0.366 hartree. As for the spin multiplicity: 2. The calculation puts the energy relative to the best compared isomer or geometry (same formula, charge and spin) at 285.1 kJ/mol.

***

Below is a single C6H10N4O2 molecule in a non-equilibrium geometry, with properties calculated with ωB97M-V/def2-TZVPD.

The geometry in XYZ format:
```
22
Properties=species:S:1:pos:R:3:forces:R:3
C -0.236 -3.687 -3.872 -1.1 0.0 0.9
C 0.799 -2.769 -3.894 1.7 1.3 0.0
C 0.770 -0.750 1.323 2.0 0.7 -0.2
C 0.400 1.555 0.445 2.1 -0.1 0.3
C -1.316 -0.303 0.043 -1.0 0.3 -0.6
C 0.202 0.095 0.184 -0.6 -1.3 -1.4
N -0.987 -4.483 -3.499 -0.1 -0.3 -0.5
N 0.689 -0.370 -1.177 -0.9 -0.7 1.1
N 0.579 -1.615 -3.388 -2.1 0.8 1.7
N 1.704 -0.114 -1.783 -0.9 0.3 -0.7
O 1.607 -0.672 -3.195 0.7 -0.5 -0.9
O 2.673 0.576 -1.702 0.4 0.0 0.4
H 0.568 -1.800 1.096 -0.4 0.1 0.8
H 1.904 -0.693 1.432 -1.3 0.2 -0.4
H 0.394 -0.243 2.237 -0.2 -1.2 -0.3
H 1.539 1.771 0.503 -2.0 -0.2 0.5
H -0.177 1.677 1.358 0.5 0.8 0.3
H 0.028 2.208 -0.310 -0.6 0.3 -0.7
H -1.952 0.292 0.767 0.7 -0.9 -0.6
H -1.712 -0.028 -1.007 0.7 -0.4 1.6
H -1.480 -1.430 0.179 0.3 1.7 -0.1
H -0.320 -1.221 -2.901 1.9 -1.0 -1.1
```
Forces are in eV/Å.

As for the energy: -16430.894 eV. The calculation puts the gap between HOMO and LUMO at 9.02 eV. Its lowest unoccupied orbital energy is -0.013 hartree. The calculation puts the energy relative to the best compared isomer or geometry (same formula, charge and spin) at 822.9 kJ/mol.

***

Below is a single C6H4N2S2 molecule in a non-equilibrium geometry, with properties calculated with ωB97M-V/def2-TZVPD.

The geometry in XYZ format:
```
14
Properties=species:S:1:pos:R:3:forces:R:3
S 4.559 -0.157 0.017 1.9 -0.3 0.2
C 3.020 -0.616 -0.007 -0.9 4.8 -0.8
N 2.536 -1.843 -0.089 -0.1 -3.0 0.6
C 1.292 -2.138 0.011 0.0 2.1 -0.7
N 0.345 -1.197 -0.032 0.4 1.0 0.3
C 0.732 0.128 -0.053 -0.9 1.5 -0.4
C -0.213 1.189 -0.043 -0.6 0.9 0.6
C 0.426 2.375 0.115 -0.3 1.3 -0.5
S 2.169 2.288 0.013 -0.8 -0.7 0.3
C 2.033 0.582 -0.078 -0.2 -4.0 0.5
H 0.814 -3.063 0.035 0.4 -2.2 0.1
H -0.594 -1.400 0.234 -0.5 -0.2 -0.1
H -1.318 1.177 -0.098 0.8 -0.4 0.1
H -0.105 3.351 0.209 0.8 -0.9 -0.2
```
Forces are in eV/Å.

As for the energy: -30936.428 eV. The calculation puts the gap between HOMO and LUMO at 7.98 eV. Its lowest unoccupied orbital energy is 0.000 hartree. The calculation puts the energy relative to the best compared isomer or geometry (same formula, charge and spin) at 80.3 kJ/mol.

***

M readings, ordered: 251.10 134.18 619.68 773.20 170.17 168.25 g/mol